1.
10
Properties=species:S:1:pos:R:3 method="wB97M-V/def2-TZVPD" e_lumo_ev=0.7 energy_ev=-17998.769
S 0.09 -1.81 -0.02
O 0.24 0.70 -0.62
N -3.28 0.68 0.20
N -2.19 0.47 0.27
C -0.46 -0.31 -0.75
C 1.46 0.72 0.20
H -0.97 -2.64 -0.49
H 2.10 -0.18 -0.24
H 1.16 0.61 1.25
H 1.84 1.77 0.21

2.
8
Properties=species:S:1:pos:R:3 method="wB97M-V/def2-TZVPD" e_lumo_ev=-0.6 energy_ev=-9072.933
O 1.30 1.28 -0.57
N 1.68 0.05 -0.68
N 0.68 -0.63 -0.26
N 0.03 1.44 -0.05
N -1.42 -0.50 0.60
C -0.41 0.16 0.17
H 0.63 -1.63 -0.20
H -2.21 0.05 0.90

3.
9
Properties=species:S:1:pos:R:3 method="wB97M-V/def2-TZVPD" e_lumo_ev=5.4 charge=-2 energy_ev=-31772.029
S 0.28 -1.98 0.01
P 2.07 0.47 -0.05
O 2.68 -0.21 -1.22
O 1.98 1.96 -0.09
O 2.38 -0.21 1.32
N -4.31 0.72 -0.02
N -3.31 0.13 0.00
N -2.30 -0.42 0.00
C 0.53 -0.47 0.05

4.
15
Properties=species:S:1:pos:R:3 method="wB97M-V/def2-TZVPD" e_lumo_ev=-5.4 charge=+1 energy_ev=-86953.948
I 2.97 -1.08 0.01
Br -3.69 -1.02 0.01
O 0.24 -1.11 -1.15
N 1.29 1.77 -0.43
C -1.81 -0.81 0.00
C -1.12 -1.08 -1.15
C 0.25 -0.32 1.16
C 0.94 -0.75 -0.06
C -1.16 -0.35 1.18
H 1.35 2.09 0.50
H -1.56 -1.54 -2.07
H -1.84 -0.06 1.94
H 2.27 1.57 -0.85
H 0.88 0.15 1.84
H 1.01 2.52 -0.94

5.
13
Properties=species:S:1:pos:R:3 method="wB97M-V/def2-TZVPD" e_lumo_ev=1.1 energy_ev=-6219.932
N 1.85 -0.24 -0.08
N 0.59 -0.86 -0.04
C -1.80 -0.62 0.04
C -0.23 1.45 -0.02
C -0.38 -0.06 -0.03
H -1.80 -1.70 -0.11
H -1.22 1.89 -0.11
H -2.22 -0.34 1.03
H 2.58 -0.87 0.29
H -2.44 -0.15 -0.76
H 1.86 0.61 0.47
H 0.38 1.79 -0.88
H 0.23 1.84 0.93

6.
10
Properties=species:S:1:pos:R:3 method="wB97M-V/def2-TZVPD" e_lumo_ev=-0.7 energy_ev=-12550.452
Cs 1.41 3.04 -0.69
F 0.71 -0.08 -1.57
O -2.97 -0.34 0.49
O 1.93 0.35 0.88
O -1.84 1.60 0.04
C -2.21 0.48 0.16
C 0.45 -0.92 -0.48
C 1.28 -0.72 0.60
H 0.02 -1.87 -0.78
H 1.22 -1.54 1.36

The evaluated energy above the lowest of the compared OMol25 structures with the same formula, charge and spin for the records listed, in turn: 89.7; 77.6; 70.4; 12.4; 44.2; 0.0 kcal/mol.
The evaluated Kohn-Sham gap for the records listed, in turn: 8.475; 8.165; 5.915; 8.093; 9.832; 5.725 eV.